Record 1
C58H142Cl2N18O16P6 | wB97M-V/def2-TZVPD

The value obtained for the HOMO energy is -0.2860 hartree. The SMILES is CN(C)P(=O)(N(C)C)N(C)C.CN(C)P(=O)(N(C)C)N(C)C.CN(C)P(=O)(N(C)C)N(C)C.CN(C)P(=O)(N(C)C)N(C)C.CN(C)P(=O)(N(C)C)N(C)C.CN(C)P(=O)(N(C)C)N(C)C.O=C1CCCO1.O=C1CCCO1.O=C1CCCO1.O=C1CCCO1.O=C1CCCO1.ClCCCl.

Geometry as ORCA input:
```
! RIJCOSX wB97M-V def2-TZVPD def2/J DEFGRID3
* xyz 0 1
C 0.276 -2.521 5.250
N -0.897 -3.378 5.367
C -0.641 -4.639 5.991
P -2.400 -2.966 4.620
O -3.534 -3.914 4.806
N -2.679 -1.410 5.317
C -2.651 -1.217 6.760
C -3.710 -0.542 4.644
N -1.877 -2.668 2.974
C -1.675 -3.759 2.033
C -1.178 -1.462 2.581
H 0.743 -2.860 4.326
H 0.994 -2.584 6.068
H 0.146 -1.455 5.064
H -1.471 -4.840 6.669
H 0.193 -4.634 6.692
H -0.576 -5.444 5.260
H -2.224 -0.248 7.017
H -3.692 -1.074 7.049
H -2.244 -2.089 7.272
H -4.680 -1.037 4.685
H -3.685 0.527 4.858
H -3.537 -0.509 3.568
H -1.961 -3.372 1.055
H -0.630 -4.069 2.044
H -2.275 -4.650 2.215
H -0.144 -1.638 2.283
H -1.127 -0.765 3.417
H -1.784 -0.894 1.876
C 5.711 3.355 4.281
N 5.412 2.126 4.923
C 4.064 1.627 4.788
P 6.410 1.377 6.097
O 5.962 0.040 6.626
N 8.039 1.470 5.488
C 8.354 0.990 4.073
C 9.051 1.051 6.448
N 6.368 2.498 7.398
C 6.256 2.041 8.762
C 6.882 3.881 7.301
H 6.718 3.345 3.862
H 5.214 4.166 4.813
H 5.139 3.270 3.357
H 4.060 0.541 4.879
H 3.617 1.913 3.836
H 3.426 2.089 5.541
H 7.544 1.147 3.360
H 9.213 1.551 3.706
H 8.598 -0.072 4.097
H 10.050 1.357 6.137
H 8.831 1.397 7.458
H 9.081 -0.038 6.480
H 7.284 1.939 9.109
H 5.723 2.771 9.372
H 5.836 1.036 8.769
H 6.839 4.216 6.265
H 7.934 4.074 7.512
H 6.263 4.539 7.911
C -1.115 4.998 1.963
N -1.130 3.992 3.075
C -2.325 3.191 2.924
P -0.624 4.530 4.560
O -1.495 5.566 5.140
N -0.568 3.042 5.431
C 0.131 1.873 4.928
C -0.811 3.067 6.838
N 1.124 4.775 4.566
C 1.956 4.705 3.353
C 1.765 5.349 5.684
H -2.091 5.472 1.853
H -0.689 4.740 0.994
H -0.530 5.889 2.188
H -2.494 2.890 1.890
H -3.178 3.727 3.341
H -2.227 2.292 3.531
H 1.049 1.632 5.465
H -0.697 1.169 5.002
H 0.361 1.948 3.865
H -1.612 2.357 7.046
H 0.164 2.820 7.258
H -1.066 4.031 7.279
H 1.803 3.727 2.897
H 1.607 5.452 2.640
H 3.023 4.872 3.498
H 2.786 5.031 5.898
H 1.276 5.060 6.614
H 1.630 6.430 5.651
C -3.898 -1.498 -3.736
N -3.390 -2.438 -4.779
C -3.597 -3.876 -4.435
P -2.363 -2.079 -6.064
O -1.988 -0.661 -6.249
N -0.970 -3.133 -5.993
C -0.102 -2.961 -4.849
C -0.395 -3.877 -7.107
N -3.258 -2.607 -7.367
C -3.595 -4.007 -7.568
C -4.071 -1.628 -8.114
H -4.490 -1.989 -2.964
H -4.490 -0.705 -4.194
H -3.043 -1.018 -3.259
H -4.394 -4.264 -5.069
H -3.948 -4.045 -3.417
H -2.689 -4.474 -4.515
H 0.413 -3.885 -4.589
H 0.543 -2.104 -5.047
H -0.702 -2.651 -3.994
H -1.015 -4.767 -7.215
H -0.425 -3.390 -8.082
H 0.571 -4.284 -6.808
H -3.094 -4.661 -6.854
H -4.664 -4.103 -7.377
H -3.442 -4.300 -8.606
H -4.117 -0.654 -7.628
H -5.079 -1.998 -8.306
H -3.609 -1.428 -9.081
C -4.098 6.087 -4.954
N -2.732 5.611 -4.496
C -1.637 6.168 -5.287
P -2.489 4.735 -3.056
O -1.183 4.030 -2.909
N -2.686 5.927 -1.878
C -1.552 6.624 -1.356
C -3.928 6.702 -1.664
N -3.778 3.699 -2.945
C -4.078 3.138 -1.616
C -3.989 2.717 -4.040
H -4.213 7.168 -4.867
H -4.946 5.599 -4.474
H -4.167 5.805 -6.004
H -1.815 7.202 -5.584
H -1.541 5.696 -6.264
H -0.678 6.085 -4.775
H -1.811 7.077 -0.399
H -0.748 5.895 -1.255
H -1.236 7.395 -2.059
H -4.865 6.181 -1.859
H -3.980 7.126 -0.661
H -3.765 7.511 -2.376
H -3.988 3.895 -0.837
H -5.111 2.791 -1.622
H -3.425 2.299 -1.374
H -3.967 3.140 -5.045
H -5.014 2.398 -3.856
H -3.273 1.895 -4.057
C -2.440 -7.638 -3.296
N -0.978 -7.761 -3.660
C -0.778 -7.302 -5.040
P 0.279 -7.823 -2.502
O 1.623 -7.527 -3.027
N -0.154 -6.656 -1.283
C 0.311 -6.781 0.123
C -0.250 -5.217 -1.786
N 0.181 -9.402 -1.742
C 0.627 -10.581 -2.450
C -0.918 -9.690 -0.843
H -2.741 -8.220 -2.424
H -2.968 -7.937 -4.201
H -2.679 -6.627 -2.967
H 0.269 -7.277 -5.340
H -1.273 -6.345 -5.206
H -1.342 -7.989 -5.671
H -0.318 -6.282 0.861
H 0.375 -7.789 0.532
H 1.358 -6.493 0.220
H -0.976 -4.734 -1.132
H 0.763 -4.834 -1.662
H -0.575 -5.177 -2.826
H -0.027 -10.791 -3.296
H 1.660 -10.483 -2.783
H 0.698 -11.479 -1.834
H -1.823 -10.034 -1.345
H -1.183 -8.758 -0.344
H -0.613 -10.446 -0.119
O 0.036 4.019 -7.481
C 0.132 2.934 -6.865
C -0.878 2.476 -5.904
C 0.005 1.431 -5.216
C 0.866 0.849 -6.354
O 1.124 2.023 -7.108
H -1.066 3.392 -5.343
H -1.763 2.086 -6.406
H 0.576 1.843 -4.383
H -0.524 0.548 -4.859
H 1.751 0.373 -5.931
H 0.426 0.137 -7.053
O -5.775 0.201 -1.473
C -5.855 -0.646 -0.572
C -5.576 -0.602 0.946
C -5.502 -2.060 1.381
C -6.349 -2.757 0.299
O -6.278 -1.885 -0.848
H -4.594 -0.162 1.120
H -6.316 -0.008 1.483
H -4.521 -2.536 1.410
H -6.077 -2.141 2.304
H -5.911 -3.732 0.086
H -7.359 -3.001 0.629
O 4.532 -0.686 2.582
C 3.948 -1.559 1.911
C 2.443 -1.907 1.818
C 2.450 -3.275 1.152
C 3.763 -3.221 0.415
O 4.636 -2.443 1.248
H 1.959 -1.945 2.794
H 1.964 -1.132 1.219
H 2.503 -4.004 1.961
H 1.562 -3.376 0.529
H 4.086 -4.260 0.351
H 3.690 -2.915 -0.629
O 3.242 4.189 0.747
C 2.963 4.726 -0.272
C 2.242 6.033 -0.480
C 2.503 6.305 -1.966
C 2.761 4.919 -2.534
O 3.271 4.209 -1.470
H 1.222 5.700 -0.286
H 2.724 6.753 0.181
H 1.628 6.707 -2.477
H 3.387 6.921 -2.134
H 1.816 4.435 -2.779
H 3.438 4.913 -3.389
O 1.736 -0.831 -2.629
C 2.744 -0.225 -2.341
C 3.493 0.831 -3.154
C 4.664 1.161 -2.198
C 4.292 0.581 -0.844
O 3.214 -0.329 -1.119
H 3.992 0.548 -4.081
H 2.890 1.713 -3.370
H 5.588 0.708 -2.557
H 4.740 2.249 -2.200
H 5.211 0.183 -0.413
H 3.900 1.416 -0.263
Cl 0.434 1.310 0.743
C -0.717 1.989 -0.423
C -1.099 0.914 -1.496
Cl -1.794 -0.599 -0.847
H -0.189 2.836 -0.861
H -1.595 2.428 0.051
H -0.164 0.645 -1.989
H -1.742 1.344 -2.264
*
```


Record 2
C4H6N2OS | wB97M-V/def2-TZVPD

For the relative energy (zero: lowest compared OMol25 entry of this formula, charge and spin), the calculation gives 77.6 kcal/mol. The value obtained for the HOMO energy is -0.3318 hartree.

Geometry as ORCA input:
```
! RIJCOSX wB97M-V def2-TZVPD def2/J DEFGRID3
* xyz 0 1
C 0.719 -0.151 0.888
C 1.505 3.227 -0.689
C -1.304 -1.022 -0.168
C -0.447 -2.286 0.018
N -0.528 0.014 0.588
N 1.299 2.425 0.155
O 1.570 4.111 -1.480
S 1.267 -1.721 0.610
H -1.231 -0.503 -1.215
H -2.395 -1.116 -0.019
H -0.926 -3.047 0.795
H -0.108 -2.686 -0.916
H -0.791 0.971 0.531
H 1.370 1.785 0.903
*
```


Record 3
C4H6O2 | wB97M-V/def2-TZVPD

For the relative energy (zero: lowest compared OMol25 entry of this formula, charge and spin), the calculation gives 35.9 kcal/mol. The value obtained for the HOMO energy is -0.3489 hartree. The SMILES is O=C1CC[C@@H]1O.

Geometry as ORCA input:
```
! RIJCOSX wB97M-V def2-TZVPD def2/J DEFGRID3
* xyz 0 1
O 0.557 1.618 -1.568
C 0.128 0.687 -0.943
C -1.222 0.392 -0.268
C -0.417 -0.460 0.751
C 0.764 -0.531 -0.236
O 2.041 -0.490 0.298
H -1.709 1.280 0.126
H -1.943 -0.151 -0.901
H -0.857 -1.393 1.119
H 0.014 0.131 1.642
H 0.666 -1.382 -0.916
H 1.978 0.299 0.896
*
```


Which LUMO energy belongs to each record? In order, 0.275 0.582 0.724 eV.